Here is C33H37BF3N9O2SV as an isolated structure from the Open Molecules 2025 dataset. Energies are from wB97M-V/def2-TZVPD.

Structure (XYZ):
```
87
Properties=species:S:1:pos:R:3:mulliken_charge:R:1
V 0.03 0.15 0.01 0.65
C -2.75 3.54 5.18 -1.38
C -2.33 2.68 3.97 1.05
O -3.21 1.94 3.51 -0.68
C -1.02 2.89 3.50 -1.77
C -0.35 2.29 2.41 0.46
C 0.72 3.12 1.74 -0.63
N -0.49 1.08 1.93 1.60
N -1.18 0.20 2.76 -0.59
C -1.30 -0.98 2.24 -0.19
O -0.92 -1.35 1.06 -0.81
C -1.87 -2.02 3.14 0.30
C -1.80 -3.36 2.78 -0.35
C -2.31 -4.35 3.62 -0.74
C -2.92 -4.00 4.82 -0.30
C -3.01 -2.66 5.17 -0.67
C -2.49 -1.67 4.35 -0.24
H -3.48 4.29 4.85 0.24
H -1.91 4.06 5.65 0.34
H -3.24 2.90 5.91 0.31
H -0.51 3.76 3.91 0.05
H 1.48 3.37 2.50 0.42
H 0.32 4.06 1.35 0.23
H 1.21 2.57 0.94 -0.48
H -1.33 -3.61 1.84 0.42
H -2.25 -5.39 3.32 0.37
H -3.32 -4.77 5.47 0.35
H -3.49 -2.38 6.10 0.38
H -2.56 -0.62 4.59 0.45
C -0.30 -3.30 -1.53 -1.14
C 0.87 -2.46 -1.90 0.19
C 1.96 -2.76 -2.73 -1.64
C 2.75 -1.62 -2.72 0.98
C 4.05 -1.35 -3.41 -1.46
N 2.15 -0.72 -1.93 0.71
N 1.00 -1.23 -1.43 0.72
B 2.58 0.70 -1.41 0.02
N 3.10 0.48 0.05 0.40
N 2.22 -0.07 0.92 0.01
C 2.75 0.01 2.13 0.81
C 2.04 -0.50 3.33 -1.14
C 4.02 0.63 2.05 -1.56
C 4.19 0.92 0.71 0.94
C 5.32 1.60 0.01 -1.36
N 1.28 1.46 -1.25 0.09
N -1.52 0.84 -1.47 -0.82
C -1.46 2.16 -1.10 1.30
C -2.60 2.62 -0.24 -1.47
C -0.46 3.02 -1.50 -1.26
C 0.87 2.55 -1.78 1.33
C 1.76 3.40 -2.66 -1.80
H 0.02 -4.26 -1.11 0.41
H -0.93 -3.52 -2.40 0.16
H -0.91 -2.78 -0.78 0.04
H 2.15 -3.67 -3.28 0.38
H 4.35 -2.23 -3.98 0.41
H 4.83 -1.11 -2.69 0.21
H 3.96 -0.51 -4.09 0.21
H 3.47 1.15 -2.10 -0.24
H 1.31 -1.26 3.04 0.05
H 1.48 0.29 3.84 0.07
H 2.74 -0.95 4.04 0.48
H 4.71 0.83 2.86 0.42
H 6.15 1.74 0.71 0.38
H 5.02 2.58 -0.37 0.20
H 5.68 1.02 -0.84 0.19
H -2.71 1.96 0.62 0.31
H -3.53 2.58 -0.81 0.33
H -2.44 3.63 0.13 0.39
H -0.60 4.09 -1.37 0.34
H 1.40 4.43 -2.69 0.46
H 1.74 3.01 -3.68 0.25
H 2.79 3.39 -2.31 0.20
F 0.52 -1.12 -5.20 -0.12
C -0.71 -0.96 -5.71 0.65
F -0.81 0.33 -6.09 -0.25
F -0.73 -1.68 -6.86 -0.35
C -1.80 -1.38 -4.78 0.18
C -2.61 -2.45 -5.13 -0.56
C -3.64 -2.84 -4.29 -0.56
C -3.81 -2.12 -3.12 -0.45
N -3.05 -1.10 -2.75 -0.41
C -2.04 -0.72 -3.54 0.56
S -0.99 0.56 -3.03 -0.19
H -2.43 -2.96 -6.07 0.44
H -4.28 -3.68 -4.53 0.38
H -4.61 -2.38 -2.43 0.38
```

Computed properties:
⟨S²⟩: 3.76
LUMO (alpha / beta) (eV): 4.3316 / 4.3306
M (g mol⁻¹): 742.54
ΔE to the lowest compared entry with this formula, charge and spin (eV): 2.342
Net charge: -2
Multiplicity: 4
Kohn-Sham gap (alpha / beta) (Eh): 0.1766 / 0.1949
E_tot (eV): -97684.701